(1)
Here is C28H32N2O4S in the gas phase in a non-equilibrium geometry from OMol25. Energies are from ωB97M-V/def2-TZVPD.

```
67
Properties=species:S:1:pos:R:3:forces:R:3:lowdin_charge:R:1
C -8.0474 -3.0288 0.4107 -0.0466 0.0254 0.0020 -0.0460
C -7.0912 -1.8914 0.2314 0.0847 0.0277 -0.0888 -0.2670
C -6.7642 -1.0740 1.3115 0.0935 0.1139 -0.0701 -0.0256
C -5.8983 -0.0083 1.1532 -0.0988 -0.0141 0.1425 -0.0460
C -5.3552 0.2415 -0.0929 0.3681 0.3720 -0.1933 -0.2895
C -5.6660 -0.5521 -1.1791 0.1015 0.1282 -0.1354 -0.0518
C -6.5341 -1.6181 -1.0131 -0.0274 0.0296 0.1212 -0.0274
H -6.7831 -2.2424 -1.8585 -0.0152 -0.0653 -0.0793 0.1146
H -5.2283 -0.3185 -2.1371 0.0284 -0.0304 -0.1393 0.1144
S -4.2387 1.6234 -0.2667 0.0609 -0.4849 0.2972 0.6870
O -4.8097 2.7812 0.3512 -0.0114 0.0467 0.2737 -0.2710
O -3.8311 1.7251 -1.6443 -0.1170 -0.2706 0.0199 -0.2887
N -2.9714 1.1088 0.7183 -0.9458 0.2472 -0.3925 -0.2393
C -2.2275 2.1710 1.3579 -0.0668 0.5512 0.0864 -0.1770
H -2.9814 2.8586 1.7442 0.2476 0.0229 0.1401 0.1128
C -1.2843 2.9346 0.4200 0.0962 0.0668 0.2049 -0.0555
C 0.0486 2.2359 0.2268 -0.2924 0.1819 -0.1237 -0.4377
O 1.0868 2.7448 0.6094 0.3036 0.3100 0.2119 0.0536
N 0.0197 1.0160 -0.3638 0.2150 -0.1705 -0.0166 -0.0174
C -1.1890 0.4399 -0.9142 -0.3795 0.0164 0.0949 -0.1140
H -0.9043 -0.4420 -1.4867 -0.0281 0.0268 -0.0157 0.1261
C -2.2060 0.0211 0.1596 0.1726 -0.3753 -0.4541 -0.1569
H -2.9296 -0.6670 -0.2838 0.1519 -0.1836 0.0276 0.1177
H -1.6933 -0.4912 0.9801 -0.0632 -0.0114 -0.0712 0.1309
H -1.6832 1.1382 -1.5964 0.1610 -0.2024 -0.0125 0.1133
C 1.2768 0.3026 -0.5427 0.2698 -0.0436 -0.0123 -0.2343
C 1.6764 0.2770 -2.0339 -0.2187 0.1695 0.0459 -0.1577
O 3.0559 0.2422 -2.2661 0.2915 -0.0952 -0.0348 -0.1238
C 3.7641 1.4375 -1.9489 0.0925 0.0417 -0.0885 -0.1435
C 4.6474 1.2833 -0.7351 -0.1232 0.0081 -0.0847 -0.1967
C 4.3849 1.9718 0.4419 0.0095 0.0533 -0.0675 -0.0423
C 5.2277 1.8326 1.5318 0.0342 0.0361 0.1175 -0.0794
C 6.3365 1.0089 1.4553 0.0647 0.0380 0.0651 -0.1043
C 6.5955 0.3109 0.2876 0.1113 0.0328 -0.0681 -0.0991
C 5.7543 0.4469 -0.8006 -0.0340 0.0628 -0.0011 -0.0367
H 5.9483 -0.0978 -1.7125 0.0494 -0.0864 -0.1173 0.1203
H 7.4580 -0.3364 0.2239 0.0660 -0.0714 -0.0015 0.1051
H 6.9982 0.9096 2.3039 0.0508 -0.0118 0.0700 0.1015
H 5.0171 2.3749 2.4420 -0.0128 0.0537 0.0809 0.1033
H 3.5231 2.6205 0.5117 -0.1212 0.0372 -0.0300 0.0964
H 4.3931 1.6559 -2.8221 -0.1333 0.0350 0.1233 0.1317
H 3.0665 2.2695 -1.8052 0.0197 -0.0116 -0.0067 0.1279
H 1.2315 1.1598 -2.5218 0.0196 -0.1006 0.0363 0.1370
H 1.2885 -0.6202 -2.5255 -0.1094 0.0567 0.0109 0.1271
H 2.0257 0.8919 -0.0043 -0.1744 -0.1238 -0.1204 0.1244
C 1.2291 -1.0965 0.0899 0.1455 0.2989 -0.0261 -0.0873
C 2.6133 -1.6616 0.2509 -0.1071 -0.2010 -0.0030 -0.2242
C 3.1604 -2.5041 -0.7059 -0.0257 0.0117 0.0731 -0.0426
C 4.4332 -3.0205 -0.5419 0.0816 -0.0830 -0.0542 -0.0803
C 5.1696 -2.7091 0.5871 0.0385 -0.0968 0.0163 -0.1015
C 4.6334 -1.8657 1.5445 -0.0048 -0.0487 0.0981 -0.0942
C 3.3670 -1.3397 1.3723 -0.0077 -0.0271 -0.0111 -0.0368
H 2.9552 -0.6754 2.1188 -0.0628 0.0845 0.0946 0.1197
H 5.2025 -1.6168 2.4278 0.0472 0.0341 0.0577 0.1048
H 6.1588 -3.1215 0.7208 0.0932 -0.0344 0.0061 0.1023
H 4.8485 -3.6733 -1.2958 0.0350 -0.0599 -0.0622 0.1019
H 2.5887 -2.7596 -1.5858 -0.0843 -0.0198 -0.1131 0.1127
H 0.7621 -1.0072 1.0738 -0.0350 -0.0424 -0.0181 0.1224
H 0.6237 -1.7697 -0.5211 -0.0698 -0.0375 0.0200 0.1169
H -1.7875 3.0910 -0.5363 0.0413 0.0788 -0.0283 0.1191
H -1.0613 3.9100 0.8553 0.0440 -0.0960 -0.0938 0.1285
H -1.6701 1.7443 2.1978 -0.0959 -0.0107 -0.0341 0.1396
H -5.6385 0.6403 1.9740 -0.0130 0.0233 0.1946 0.1186
H -7.1962 -1.2773 2.2802 -0.0296 -0.0109 0.1118 0.1170
H -9.0703 -2.6526 0.4176 -0.0890 -0.0428 0.0052 0.0888
H -7.9560 -3.7482 -0.3985 -0.0254 -0.0801 -0.0233 0.0771
H -7.8730 -3.5345 1.3577 -0.0211 -0.0789 0.0431 0.0811
```
Positions in Å, forces in eV/Å.

* HOMO: -8.55 eV
* molar mass: 492.6 g/mol
* multiplicity: 1
* frontier orbital gap: 9.0 eV
* total charge: 0
* structure (SMILES): Cc1ccc(S(=O)(=O)N2CCC(=O)N([C@H](COCc3ccccc3)Cc3ccccc3)CC2)cc1

=====

(2)
Here is a molecular structure, C28H32N5O3RuSSe2 in a non-equilibrium geometry from OMol25. Energies are from ωB97M-V/def2-TZVPD.

```
72
Properties=species:S:1:pos:R:3:forces:R:3:lowdin_charge:R:1
Ru -0.4936 0.5184 -0.4409 1.5014 -1.8210 -1.6049 0.6681
N 0.9800 -3.5808 -0.4999 0.0067 -0.1909 -0.1408 0.1532
C 0.3603 -2.4631 -0.1169 0.0043 0.0362 0.1610 -0.1955
N 0.0694 -1.4793 -0.9061 -0.0646 0.6195 0.1972 -0.0087
C 0.4318 -1.5548 -2.2570 0.1766 -0.6094 0.1961 -0.2849
N 0.0767 -0.6665 -3.1066 -0.2260 0.5592 0.0456 0.1218
N -0.4503 0.4422 -2.4673 -0.1460 -0.2593 0.5195 -0.1632
C -1.1673 1.2531 -3.1303 -0.1465 0.5346 -0.3577 -0.0651
C -1.4346 2.5501 -2.4941 0.0495 -0.3448 -0.1202 -0.2597
C -2.1205 3.5514 -3.1559 -0.1191 0.1649 -0.1532 -0.0176
C -2.2008 4.8046 -2.5711 -0.0601 0.0039 -0.0328 -0.0539
C -1.5755 5.0115 -1.3562 0.1101 -0.0219 0.0005 -0.0418
C -0.9401 3.9386 -0.7455 -0.0718 0.0077 -0.0466 -0.1458
N -0.8879 2.7252 -1.2818 -0.1369 -0.0435 0.4499 0.0275
C 1.2330 -2.6997 -2.6957 -0.1951 0.0443 0.0741 -0.0822
C 1.7836 -2.7798 -3.9758 -0.0342 0.0417 -0.0640 -0.0060
C 2.5283 -3.8779 -4.3424 0.0473 -0.0453 0.0318 -0.0662
C 2.7401 -4.9156 -3.4282 -0.0014 0.0235 -0.1192 -0.0665
C 2.2265 -4.8412 -2.1537 0.0013 -0.0197 0.0703 -0.0129
C 1.4806 -3.7222 -1.7887 0.0850 -0.0891 0.0086 -0.1768
H 1.2056 -4.2723 0.1956 0.0513 0.0370 0.0467 0.1616
H 0.0791 -2.3848 0.9284 0.0050 0.0418 -0.0228 0.0630
H -1.4905 1.0273 -4.1428 0.1453 0.1395 -0.0398 0.1311
H -2.5713 3.3457 -4.1183 0.0189 0.0219 0.0122 0.1143
H -2.7357 5.6084 -3.0599 0.0113 -0.0132 -0.0213 0.1102
H -1.5830 5.9790 -0.8740 -0.0093 -0.0194 0.0098 0.1092
H -0.4651 4.0577 0.2159 -0.0559 -0.0078 0.0243 0.0859
H 1.6137 -1.9583 -4.6585 -0.0173 -0.0307 0.0012 0.1161
H 2.9559 -3.9330 -5.3343 -0.0064 -0.0246 0.0105 0.1060
H 3.3155 -5.7849 -3.7194 0.0167 0.0324 -0.0002 0.1084
H 2.4084 -5.6333 -1.4366 -0.0164 0.0372 0.0043 0.1170
O 1.8058 2.4552 2.4928 -0.0330 0.0898 -0.0979 -0.0763
C 0.4735 2.8569 2.2289 0.0490 0.0532 0.0505 -0.2791
C -0.4914 2.3350 3.2892 -0.0039 0.0401 0.0831 -0.5790
C -0.0788 2.9905 4.6233 -0.0301 -0.0152 0.0039 -0.2062
O -0.7550 2.4931 5.7731 0.0527 0.0337 -0.0945 -0.0544
C -1.9241 2.7704 2.9618 -0.0912 -0.1835 -0.0343 -0.5287
Se -2.7486 2.0025 1.3513 -0.2175 0.1681 0.3920 0.6240
C -0.3459 0.8288 3.4441 -0.0424 -0.1488 0.0023 -0.4839
Se -1.0003 -0.2755 1.9687 -0.1178 0.5743 -0.0621 0.6561
H 2.1632 2.1171 1.6547 -0.0425 -0.0822 0.0313 0.0126
H 0.1577 2.4734 1.2613 -0.0181 -0.0565 -0.0921 0.0227
H 0.4094 3.9563 2.2098 0.0334 -0.0101 0.0316 0.1264
H -0.2190 4.0750 4.5326 0.0087 0.0196 0.0175 0.1289
H 0.9806 2.8033 4.7867 0.0164 -0.0270 0.0632 0.1295
H -1.6910 2.6979 5.6913 -0.0066 0.0292 -0.0064 0.0767
H -1.9531 3.8545 2.8227 0.0132 -0.0021 0.0696 0.0647
H -2.5881 2.5105 3.7870 0.0264 0.0669 0.0588 0.0493
H -0.8802 0.4938 4.3288 -0.0122 -0.0191 0.0365 0.0626
H 0.7103 0.5927 3.5656 0.0098 0.0412 0.0672 0.0617
S 1.8893 0.9049 -0.5055 -0.4140 0.2641 0.2652 0.6303
C 2.7690 -0.5021 0.1188 -0.0038 -0.0463 0.0119 -0.6437
C 3.8072 -1.0387 -0.6520 -0.0379 -0.0657 0.0209 -0.1314
C 4.5502 -2.1220 -0.1986 -0.0130 0.0322 -0.0075 -0.1004
C 4.2683 -2.7068 1.0304 -0.0904 0.0008 -0.0247 -0.1135
C 3.2379 -2.1844 1.8044 -0.0141 0.0558 -0.0233 -0.0994
C 2.5040 -1.0906 1.3596 0.0892 0.0088 0.0009 -0.1473
H 4.0187 -0.5963 -1.6188 0.0077 -0.0073 0.0259 0.0956
H 5.3571 -2.5121 -0.8089 -0.0387 0.0143 -0.0086 0.0996
H 4.8471 -3.5527 1.3819 -0.0029 0.0325 0.0001 0.0938
H 3.0095 -2.6207 2.7714 0.0163 0.0317 -0.0145 0.1028
H 1.7066 -0.6842 1.9677 0.0157 0.0148 0.0224 0.0446
C -3.1686 -2.3917 0.0098 0.0376 -0.0259 0.0484 -0.0242
C -3.5406 -0.9782 -0.3390 -0.0222 -0.0300 -0.0585 -0.5156
C -4.9233 -0.5263 0.0157 -0.0482 0.0423 -0.0534 -0.0335
O -2.7500 -0.2308 -0.8853 0.0029 0.3187 0.1303 -0.0791
H -4.0434 -3.0398 0.0518 0.0222 0.0033 -0.0034 0.0855
H -2.7069 -2.3699 1.0026 -0.0394 0.0093 0.0035 0.0501
H -2.4380 -2.7716 -0.7015 -0.0179 -0.0002 -0.0101 0.0766
H -5.6566 -1.1151 -0.5433 0.0264 -0.0145 0.0499 0.0923
H -5.0438 0.5314 -0.1983 0.0028 0.0086 -0.0044 0.0651
H -5.0914 -0.6999 1.0813 0.0038 -0.0237 -0.0313 0.0974
```
Positions in Å, forces in eV/Å.

* HOMO (alpha / beta): -6.10 / -6.43 eV
* molar mass: 777.7 g/mol
* multiplicity: 2
* frontier orbital gap (alpha / beta): 5.5 / 5.8 eV
* total charge: 0
* expectation value of S²: 0.757

=====

(3)
Here is a molecular structure, C28H32N6O4SSb2W from OMol25. Energies are from ωB97M-V/def2-TZVPD.

```
74
Properties=species:S:1:pos:R:3:forces:R:3:lowdin_charge:R:1
W 0.1067 0.0430 -0.7225 -0.2498 0.4822 0.5904 0.9793
O 1.2094 -3.3320 1.6897 -0.0116 -0.0253 0.0132 0.2303
C 0.6797 -2.2989 1.1125 0.0611 -0.1510 0.0665 -0.4302
O 1.2944 -1.5181 0.3731 0.2939 0.0431 -0.0760 -0.1267
C -0.7402 -2.0375 1.3478 -0.0972 -0.0716 0.0188 -0.1673
C -1.6924 -2.9031 1.8403 0.0248 0.0515 0.0913 0.0617
C -3.0243 -2.4843 1.8002 -0.1068 0.0333 -0.0113 0.0382
C -3.3497 -1.2393 1.2786 -0.0172 -0.1570 0.1991 0.0773
C -2.3193 -0.4311 0.8310 0.0707 0.2986 -0.1275 -0.1441
N -1.0534 -0.8273 0.8623 -0.0954 -0.2436 -0.0902 0.0128
C -2.4404 0.9030 0.1286 -0.5586 -0.2139 -0.0768 -0.5714
O -3.4888 1.3061 -0.3036 0.0613 0.0614 0.1301 0.1345
O -1.2626 1.4616 -0.0373 0.3705 -0.1948 -0.4716 -0.3419
H 2.1370 -3.4647 1.4306 -0.0074 0.0046 -0.0061 0.1729
H -1.4139 -3.8833 2.2030 0.0106 0.0090 -0.0217 0.1352
H -3.8019 -3.1482 2.1535 0.0028 0.0139 0.0003 0.1372
H -4.3707 -0.8905 1.2020 0.0071 -0.0053 0.0082 0.1452
C 1.6452 3.8860 0.0734 -0.0227 -0.0232 0.0262 -0.2466
Sb 1.4105 1.9524 0.8905 0.0454 0.0098 -0.0158 1.3917
C 0.2623 2.2541 2.6453 0.0418 -0.0499 0.0258 -0.2587
C 3.3529 1.4826 1.6793 -0.0127 0.0195 -0.0421 -0.2790
C 4.4551 1.9788 0.7893 0.0098 -0.0318 -0.0527 -0.2965
C 5.0148 3.2298 1.0482 -0.0066 -0.0210 -0.0010 -0.0439
C 6.0225 3.7478 0.2534 0.0216 0.0044 -0.0068 -0.0512
C 6.4999 3.0080 -0.8193 -0.0086 0.0210 -0.0009 -0.0537
C 5.9570 1.7628 -1.0841 -0.0132 -0.0291 0.0154 -0.0528
C 4.9335 1.2336 -0.2975 0.0119 0.0340 0.0263 -0.3032
C 4.3740 -0.1134 -0.6576 -0.0499 0.0364 -0.0024 -0.2665
Sb 2.6389 0.0742 -1.9134 0.1239 -0.0263 -0.0819 1.3341
C 3.1645 1.7061 -3.1493 0.0379 -0.0051 0.0408 -0.2577
C 2.7517 -1.6439 -3.1521 -0.0078 0.0311 0.0141 -0.2648
H 1.9509 4.5839 0.8501 0.0024 -0.0020 0.0063 0.0293
H 0.6880 4.1925 -0.3447 0.0079 0.0163 -0.0150 0.0246
H 2.4016 3.8596 -0.7083 0.0032 0.0104 -0.0023 0.0072
H 0.6759 3.0738 3.2297 0.0501 0.0015 -0.0304 0.0277
H 0.2892 1.3419 3.2404 -0.0263 0.0161 0.0175 0.0179
H -0.7630 2.4851 2.3701 -0.0015 0.0062 -0.0256 0.0126
H 3.3759 0.4032 1.8267 0.0259 0.0040 0.0384 0.0535
H 3.4119 1.9545 2.6596 -0.0353 0.0014 0.0010 0.0764
H 4.6638 3.7978 1.9024 -0.0038 0.0010 -0.0068 0.1217
H 6.4454 4.7171 0.4801 0.0002 -0.0041 -0.0006 0.1167
H 7.2984 3.3937 -1.4383 0.0000 -0.0027 0.0042 0.1163
H 6.3440 1.1774 -1.9110 0.0016 0.0012 0.0044 0.1213
H 4.1061 -0.7236 0.2034 -0.0250 0.0148 -0.0027 0.0543
H 5.0895 -0.6786 -1.2555 -0.0105 -0.0059 -0.0072 0.0763
H 3.9320 1.3833 -3.8509 0.0123 -0.0218 0.0199 0.0338
H 3.5685 2.5017 -2.5255 -0.0008 -0.0073 -0.0007 0.0105
H 2.2920 2.0577 -3.6911 -0.0207 -0.0021 -0.0036 -0.0137
H 3.7354 -1.7036 -3.6136 0.0091 0.0170 0.0017 0.0272
H 1.9866 -1.5932 -3.9239 -0.0136 0.0093 0.0022 0.0061
H 2.5787 -2.5270 -2.5394 0.0120 -0.0074 -0.0100 0.0147
N -1.1007 -5.4182 -0.1990 0.0725 0.0586 -0.0116 0.1622
C -1.0182 -4.7501 -1.1357 -0.1512 -0.2984 0.2263 -0.3291
N -0.9577 -3.9486 -2.2044 -0.1007 -0.1455 -0.2504 0.1294
C -0.6673 -2.7623 -1.9484 0.1922 0.2820 0.0703 -0.2904
N -0.3982 -1.6304 -1.7339 -0.0384 0.0342 -0.2239 -0.0304
N -2.7474 0.2526 -3.2999 -0.0034 -0.0958 0.0749 0.1955
C -1.4887 0.2637 -3.6945 -0.0386 0.3107 -0.0470 -0.7191
S -0.3029 1.2250 -2.7921 0.0456 -0.0265 -0.1765 0.6448
N -1.1297 -0.3204 -4.8219 0.0066 -0.0442 0.0717 0.0863
C -2.0525 -0.9809 -5.7166 0.0001 -0.0336 0.0343 -0.2542
C -2.5581 -2.2277 -5.3713 0.0265 0.0342 -0.0603 -0.0272
C -3.4490 -2.8521 -6.2321 -0.0040 0.0044 0.0085 -0.0494
C -3.8166 -2.2335 -7.4192 -0.0106 -0.0278 -0.0093 -0.0494
C -3.2982 -0.9907 -7.7538 0.0167 0.0294 -0.0027 -0.0471
C -2.4127 -0.3514 -6.8982 -0.0142 -0.0078 0.0014 -0.0074
H -3.0513 0.8273 -2.5248 0.0634 -0.0007 0.0677 0.0974
H -3.4507 -0.2224 -3.8515 0.0037 0.0156 -0.0246 0.1338
H -0.1677 -0.2041 -5.1045 -0.0060 -0.0342 0.0225 0.1448
H -2.2434 -2.7140 -4.4572 0.0215 -0.0213 0.0484 0.1006
H -3.8442 -3.8270 -5.9811 -0.0008 0.0076 0.0031 0.1178
H -4.5068 -2.7260 -8.0906 0.0032 0.0014 0.0022 0.1189
H -3.5837 -0.5152 -8.6819 -0.0010 0.0048 0.0032 0.1191
H -2.0071 0.6216 -7.1443 0.0004 0.0021 -0.0008 0.1243
```
Positions in Å, forces in eV/Å.

* HOMO (alpha / beta): -13.51 / -13.59 eV
* molar mass: 976.0 g/mol
* multiplicity: 1
* frontier orbital gap (alpha / beta): 6.7 / 6.4 eV
* total charge: +2

=====

Look up the multiplicity of the first one.
1

=====

Among the records above, which one has the highest total charge?
C28H32N6O4SSb2W